*P*
Density functional theory data (the ωB97M-V functional and the def2-TZVPD basis) for 2 unconnected molecules or ions with the total composition H3N2O3S.

Last column: natural (NBO) charge in e.
Element x y z (Å)
N -1.713 0.279 -0.039  -0.65
N -0.939 -0.610 -0.766  -0.58
O 2.378 -0.062 -1.036  -0.97
O 1.570 -1.010 1.120  -1.00
O 0.922 1.351 0.521  -1.00
S 1.431 0.017 0.037  2.15
H -1.485 0.246 0.929  0.35
H -1.637 1.146 -0.540  0.36
H -0.527 -1.358 -0.227  0.32

As for the LUMO energy (alpha / beta): 0.153 / 0.160 Eh. As for the total charge: -1. The HOMO-LUMO gap (alpha / beta) is 7.780 / 7.166 eV.

---

*Q*
Density functional theory data (the ωB97M-V functional and the def2-TZVPD basis) for a gas-phase ion, H3N2O3S (charge -1).

Last column: natural (NBO) charge in e.
Element x y z (Å)
N 1.485 -0.052 0.104  -0.74
N 0.469 -0.779 -0.557  -0.67
O -1.242 -0.725 1.287  -0.98
O -2.016 -0.236 -0.957  -0.98
O -0.419 1.624 0.188  -1.00
S -0.974 -0.081 0.033  2.32
H 0.843 0.848 0.279  0.39
H 1.462 -0.238 1.075  0.33
H 0.392 -0.360 -1.452  0.35

As for the LUMO energy: 0.157 Eh. As for the total charge: -1. The HOMO-LUMO gap is 8.990 eV.

---

Pick *Q*: it beats the second-best structure by 0.238 eV.

---

*P*
Density functional theory data (the ωB97M-V functional and the def2-TZVPD basis) for a single C6H13P molecule.

Last column: natural (NBO) charge in e.
Element x y z (Å)
C 0.745 -1.107 -0.210  -0.47
C -0.292 -0.105 0.271  -0.31
C 2.075 -1.040 0.286  -0.62
C -0.956 2.154 1.334  -0.60
C -1.115 -0.912 -2.389  -0.96
C -0.057 0.912 1.387  -0.43
P 0.369 -0.028 -1.714  0.58
H 0.380 -2.158 -0.115  0.22
H -1.370 -0.361 0.210  0.21
H 2.354 -0.100 0.612  0.21
H 2.776 -1.108 -0.476  0.22
H 2.116 -1.870 1.082  0.21
H -0.505 3.108 0.948  0.21
H -1.318 2.282 2.268  0.20
H -1.665 1.926 0.573  0.21
H -0.743 -1.395 -3.417  0.23
H -2.037 -0.151 -2.643  0.24
H -1.399 -1.693 -1.650  0.23
H -0.362 0.427 2.395  0.21
H 1.004 1.222 1.248  0.21

As for the LUMO energy: 0.042 Eh. The HOMO-LUMO gap is 9.501 eV.

---

*Q*
Density functional theory data (the ωB97M-V functional and the def2-TZVPD basis) for a single C6H13P molecule.

Last column: natural (NBO) charge in e.
Element x y z (Å)
C 0.339 -1.327 -0.838  -0.42
C -3.402 0.479 0.162  -0.80
C -0.480 0.239 0.855  -0.70
C 0.729 -0.100 -0.043  -0.13
C 1.994 -0.360 0.781  -0.59
C 0.950 1.062 -1.011  -0.60
P -1.884 -0.449 -0.139  0.78
H 0.344 -2.267 -0.307  0.19
H 0.665 -1.373 -1.861  0.19
H -4.281 -0.038 -0.202  0.20
H -3.348 1.507 -0.182  0.19
H -0.442 -0.265 1.823  0.24
H -0.592 1.308 1.039  0.24
H 2.788 -0.735 0.140  0.21
H 1.798 -1.097 1.558  0.21
H 2.336 0.559 1.250  0.21
H 0.062 1.185 -1.631  0.21
H 1.803 0.870 -1.659  0.21
H 1.132 1.992 -0.478  0.21
H -2.214 -1.630 0.524  -0.03

As for the LUMO energy (alpha / beta): 0.001 / 0.003 Eh. The HOMO-LUMO gap (alpha / beta) is 7.592 / 7.631 eV.

---

*R*
Density functional theory data (the ωB97M-V functional and the def2-TZVPD basis) for a single C6H13P molecule.

Last column: natural (NBO) charge in e.
Element x y z (Å)
C -1.615 0.214 -0.083  -0.29
C -2.844 1.044 -0.308  -0.67
C -1.760 -1.249 0.264  -0.69
C 2.030 0.512 -1.285  -0.58
C 2.163 0.284 1.142  -0.61
C 1.248 0.050 -0.040  -0.52
P -0.156 1.232 -0.017  0.59
H -3.445 0.820 -1.203  0.22
H -2.618 2.052 -0.506  0.23
H -3.620 0.924 0.469  0.21
H -1.578 -1.331 1.335  0.23
H -1.060 -2.063 -0.070  0.23
H -2.745 -1.637 0.155  0.22
H 2.318 1.519 -0.972  0.19
H 1.427 0.616 -2.061  0.20
H 2.849 -0.041 -1.577  0.20
H 2.284 -0.686 1.495  0.22
H 3.043 0.745 0.778  0.21
H 1.613 0.884 1.837  0.21
H 0.979 -0.927 -0.270  0.21

As for the LUMO energy: 0.020 Eh. The HOMO-LUMO gap is 8.636 eV.

---

Pick *R*: it beats the second-best structure by 0.258 eV.

---

*P*
Density functional theory data (the ωB97M-V functional and the def2-TZVPD basis) for 19 unconnected molecules or ions with the total composition C2H40O20.

Last column: natural (NBO) charge in e.
Element x y z (Å)
O 1.339 -0.352 -1.083  -1.02
C 0.274 -0.437 -0.154  -0.07
C -0.245 1.007 -0.042  -0.12
O -1.462 1.052 0.643  -1.02
H 0.577 -0.978 0.779  0.16
H -0.477 -1.036 -0.644  0.13
H -0.506 1.322 -0.984  0.15
H 0.494 1.718 0.275  0.16
O 0.080 -3.295 -2.072  -0.92
H -0.150 -4.165 -1.699  0.44
H 0.000 -2.682 -1.346  0.48
O 1.661 3.534 1.766  -0.97
H 0.909 2.927 1.663  0.50
H 2.429 2.984 1.717  0.46
O 0.445 3.980 -1.150  -0.97
H 1.334 4.327 -0.888  0.47
H 0.561 3.078 -1.388  0.50
O 2.685 -2.502 -0.260  -1.01
H 2.285 -1.728 -0.569  0.48
H 2.276 -2.692 0.605  0.47
O -2.067 -1.324 1.986  -0.98
H -1.843 -0.524 1.453  0.49
H -1.926 -1.992 1.308  0.45
O -0.744 -3.823 1.016  -0.98
H -0.348 -4.643 0.737  0.47
H -1.370 -3.559 0.339  0.50
O -2.612 -2.588 -0.428  -1.00
H -2.722 -3.080 -1.237  0.48
H -2.550 -1.662 -0.713  0.50
O 3.293 -0.406 -2.729  -0.95
H 3.662 0.458 -2.966  0.43
H 2.525 -0.191 -2.196  0.50
O 1.408 1.817 -2.698  -0.98
H 2.362 2.073 -2.654  0.44
H 1.327 0.997 -2.174  0.50
O 1.774 -3.193 2.055  -0.98
H 0.812 -3.209 1.885  0.52
H 1.967 -3.212 2.997  0.49
O 2.136 -0.487 2.833  -1.01
H 2.065 -1.366 2.513  0.46
H 2.531 -0.031 2.069  0.50
O -0.421 -0.449 -3.120  -0.99
H 0.171 -0.543 -2.370  0.48
H -1.233 -0.070 -2.726  0.47
O -3.041 2.672 -1.026  -0.96
H -3.885 2.273 -0.772  0.46
H -2.289 2.194 -0.653  0.49
O -2.509 -0.233 -1.530  -0.97
H -2.149 0.178 -0.770  0.52
H -3.469 -0.251 -1.491  0.48
O 3.018 0.534 0.608  -1.02
H 2.211 0.396 0.033  0.51
H 3.692 0.002 0.181  0.48
O -1.207 3.640 1.139  -0.98
H -0.593 3.942 0.495  0.47
H -1.335 2.739 0.851  0.47
O -3.677 1.670 1.715  -0.99
H -4.303 0.976 1.549  0.44
H -2.822 1.432 1.209  0.51
O -0.170 1.222 2.987  -0.99
H 0.405 0.459 3.003  0.48
H -0.583 1.100 2.124  0.48

As for the LUMO energy: 0.158 Eh. As for the total charge: -2. The HOMO-LUMO gap is 7.614 eV.

---

*Q*
Density functional theory data (the ωB97M-V functional and the def2-TZVPD basis) for 19 unconnected molecules or ions with the total composition C2H40O20.

Last column: natural (NBO) charge in e.
Element x y z (Å)
O 0.794 0.211 -1.632  -1.07
C 0.079 0.558 -0.444  -0.15
C -0.048 -0.731 0.421  -0.05
O -1.027 -0.536 1.288  -1.00
H -0.801 1.055 -0.748  0.16
H 0.733 1.320 -0.056  0.15
H 0.865 -0.851 0.979  0.12
H -0.206 -1.647 -0.155  0.15
O -3.233 1.548 -1.484  -0.95
H -3.323 2.343 -1.937  0.47
H -2.526 1.029 -1.840  0.51
O 3.051 -1.120 -0.199  -1.00
H 2.289 -0.765 -0.725  0.48
H 2.957 -0.683 0.608  0.48
O -1.576 -0.203 -2.916  -0.99
H -1.619 -1.073 -3.326  0.47
H -0.685 -0.171 -2.630  0.51
O -0.539 3.584 0.241  -0.97
H -0.816 2.709 0.527  0.49
H 0.251 3.469 -0.267  0.45
O 2.960 1.838 -1.365  -0.96
H 2.160 1.315 -1.427  0.49
H 2.496 2.642 -1.328  0.44
O 1.085 -2.445 -2.571  -0.99
H 1.983 -2.803 -2.509  0.48
H 1.075 -1.612 -2.144  0.50
O -2.294 1.773 0.982  -1.01
H -2.717 1.682 0.119  0.49
H -1.841 0.916 1.006  0.48
O -0.216 2.852 -2.551  -0.96
H 0.111 2.096 -2.065  0.49
H 0.521 3.288 -2.919  0.46
O -2.998 -1.268 -0.682  -0.98
H -2.664 -1.171 -1.567  0.47
H -2.233 -1.315 -0.067  0.49
O 1.907 3.325 1.990  -0.97
H 1.183 2.700 2.197  0.50
H 2.319 3.395 2.879  0.44
O 1.459 1.023 -4.333  -0.96
H 1.153 0.326 -4.934  0.45
H 1.261 0.679 -3.493  0.50
O -2.916 -0.233 3.006  -0.99
H -3.567 -0.489 2.309  0.47
H -2.107 -0.278 2.472  0.49
O 0.265 1.246 2.647  -1.00
H -0.088 0.615 1.988  0.51
H -0.114 0.980 3.477  0.49
O 1.315 -3.365 1.068  -0.98
H 1.354 -2.988 2.007  0.48
H 1.413 -2.576 0.538  0.48
O 2.761 0.308 2.129  -1.01
H 3.195 1.160 1.873  0.49
H 1.879 0.615 2.441  0.49
O -1.789 -3.031 1.747  -0.98
H -1.312 -3.394 2.483  0.46
H -1.543 -2.086 1.728  0.49
O 0.566 -2.000 3.257  -0.95
H 1.318 -1.625 3.717  0.47
H 0.250 -1.241 2.744  0.50
O -0.818 -4.011 -0.843  -0.97
H -0.728 -3.403 -0.094  0.49
H -0.660 -3.477 -1.632  0.47

As for the LUMO energy: 0.171 Eh. As for the total charge: -2. The HOMO-LUMO gap is 7.690 eV.

---

Pick *Q*: it beats the second-best structure by 0.469 eV.

---

*P*
Density functional theory data (the ωB97M-V functional and the def2-TZVPD basis) for 2 unconnected molecules or ions with the total composition C2H4BrNO.

Last column: natural (NBO) charge in e.
Element x y z (Å)
C 0.806 0.936 0.201  0.67
C -1.226 0.470 -0.391  -0.24
N 1.655 0.259 0.657  -0.48
O -0.121 1.357 -0.529  -0.44
Br 2.010 -2.700 0.866  -0.42
H -0.819 -0.435 -0.644  0.20
H -1.772 0.845 -1.250  0.21
H -1.830 0.385 0.437  0.21
H 1.297 -1.118 0.652  0.29

As for the LUMO energy: -0.007 Eh. The HOMO-LUMO gap is 9.221 eV.

---

*Q*
Density functional theory data (the ωB97M-V functional and the def2-TZVPD basis) for 3 unconnected molecules or ions with the total composition C2H4BrNO.

Last column: natural (NBO) charge in e.
Element x y z (Å)
C -3.248 3.265 3.611  0.06
C -2.579 1.205 -0.427  0.29
N -4.278 2.936 3.203  -0.29
O -2.754 1.628 0.688  -0.49
Br -1.703 3.874 4.158  0.23
H -0.361 -4.855 0.081  0.00
H -3.327 0.372 -0.942  0.09
H -1.697 1.400 -1.081  0.11
H 0.255 -4.398 0.118  0.00

As for the LUMO energy: 0.018 Eh. The HOMO-LUMO gap is 10.675 eV.

---

Pick *P*: it beats the second-best structure by 0.172 eV.